Entry 1:
Density functional theory data (the ωB97M-V functional and the def2-TZVPD basis) for a molecular structure, C9H10N2OS.

As for the HOMO energy: -8.87 eV. The energy comes out at -931.87880 Eh. The maximum force comes out at 0.44 eV Å⁻¹. The gap between HOMO and LUMO comes out at 8.49 eV.

```
23
Properties=species:S:1:pos:R:3:lowdin_charge:R:1
O 2.334 -1.335 0.735 -0.065
C 2.771 -0.488 -0.323 -0.253
C 2.226 0.950 -0.176 -0.181
C 1.041 1.085 0.766 -0.161
C -0.275 0.502 0.309 -0.198
C -0.401 -0.163 -0.957 -0.024
C -1.563 -0.718 -1.384 -0.010
C -2.696 -0.625 -0.546 -0.372
N -3.919 -1.115 -0.773 -0.243
S -4.821 -0.671 0.467 0.991
N -3.739 0.055 1.395 -0.241
C -2.587 0.047 0.712 -0.359
C -1.359 0.610 1.121 0.020
H 1.892 -2.099 0.360 0.089
H 2.483 -0.905 -1.288 0.103
H 3.861 -0.455 -0.305 0.109
H 3.028 1.574 0.218 0.106
H 1.995 1.344 -1.167 0.109
H 1.308 0.591 1.700 0.118
H 0.883 2.136 1.006 0.121
H 0.462 -0.217 -1.605 0.096
H -1.639 -1.215 -2.340 0.115
H -1.285 1.110 2.077 0.128
```

---

Entry 2:
Density functional theory data (the ωB97M-V functional and the def2-TZVPD basis) for a molecular structure, C9H10N2OS.

As for the HOMO energy: -8.94 eV. The energy comes out at -931.86934 Eh. The maximum force comes out at 0.95 eV Å⁻¹. The gap between HOMO and LUMO comes out at 8.51 eV.

```
23
Properties=species:S:1:pos:R:3:lowdin_charge:R:1
C -2.633 -0.673 1.096 -0.065
C -1.720 -0.826 2.313 -0.260
O -0.352 -0.957 1.973 -0.155
C 0.283 0.259 1.630 -0.166
C 0.746 0.263 0.185 -0.181
C 1.088 -0.976 -0.424 -0.017
C 1.534 -1.038 -1.714 0.000
C 1.658 0.163 -2.460 -0.375
N 2.084 0.311 -3.715 -0.243
S 2.001 1.869 -4.061 0.996
N 1.475 2.448 -2.649 -0.233
C 1.327 1.391 -1.848 -0.373
C 0.859 1.439 -0.508 0.033
H -3.571 -1.185 1.295 0.069
H -2.877 0.363 0.884 0.069
H -2.203 -1.119 0.206 0.077
H -1.862 0.027 2.974 0.112
H -1.984 -1.734 2.840 0.113
H -0.393 1.094 1.778 0.120
H 1.153 0.387 2.270 0.132
H 1.005 -1.891 0.133 0.113
H 1.798 -1.980 -2.163 0.111
H 0.583 2.366 -0.035 0.121
```

---

Entry 3:
Density functional theory data (the ωB97M-V functional and the def2-TZVPD basis) for a gas-phase ion, C9H10N3O2S (charge +1) in a non-equilibrium geometry.

As for the HOMO energy: -12.55 eV. The energy comes out at -1061.50648 Eh. The maximum force comes out at 3.37 eV Å⁻¹. Its net charge is +1. The gap between HOMO and LUMO comes out at 7.65 eV.

```
25
Properties=species:S:1:pos:R:3:lowdin_charge:R:1
C 3.168 -1.217 -0.676 -0.045
C 2.355 -0.479 -1.536 -0.087
C 3.019 -1.056 0.730 -0.057
C 1.495 0.465 -1.082 -0.089
C 2.226 -0.027 1.191 -0.040
C 1.434 0.754 0.279 -0.319
C -3.396 -1.226 -0.022 -0.481
C -1.417 0.100 0.446 -0.326
C 0.672 1.850 0.948 -0.383
N -2.285 -0.964 0.734 0.086
N -3.724 -0.051 -0.788 0.171
N -2.924 0.928 -0.742 -0.141
O -4.083 -2.168 -0.022 0.215
O -3.058 1.973 -1.261 0.155
S -0.908 1.256 1.676 1.041
H 3.738 -2.112 -0.960 0.117
H 2.583 -0.542 -2.626 0.132
H 3.591 -1.718 1.392 0.119
H 1.051 1.039 -1.864 0.118
H 2.065 -0.086 2.250 0.113
H -0.594 -0.123 -0.266 0.102
H 1.217 2.248 1.814 0.092
H 0.603 2.742 0.275 0.117
H -2.378 -1.407 1.632 0.171
H -4.450 -0.181 -1.524 0.219
```

---

Entry 4:
Density functional theory data (the ωB97M-V functional and the def2-TZVPD basis) for a gas-phase ion, C9H10N3O3 (charge -1) in a non-equilibrium geometry.

As for the HOMO energy: -3.08 eV. The energy comes out at -738.74617 Eh. The maximum force comes out at 3.92 eV Å⁻¹. Its net charge is -1. The gap between HOMO and LUMO comes out at 5.45 eV.

```
25
Properties=species:S:1:pos:R:3:lowdin_charge:R:1
C -2.970 2.224 -0.062 -0.080
C -1.607 2.309 0.076 -0.019
C -3.654 0.978 -0.010 -0.031
C -1.469 -0.049 0.227 0.046
C -0.795 1.154 0.124 -0.244
C -2.874 -0.167 0.087 -0.209
C 2.441 0.010 0.343 -0.215
C 4.041 -1.663 -0.655 -0.164
C 3.090 -1.318 0.474 -0.305
N 1.183 0.091 0.310 0.046
N 0.540 1.248 0.203 -0.218
N -3.467 -1.424 -0.131 -0.325
O 1.214 2.595 0.107 -0.305
O -4.701 -1.451 -0.475 0.002
O -2.831 -2.375 0.300 0.058
H -3.523 3.112 -0.244 0.083
H -1.180 3.272 -0.092 0.089
H -4.639 0.852 -0.298 0.072
H -0.821 -1.021 0.266 0.139
H 3.249 0.868 0.337 0.138
H 3.383 -1.886 -1.562 0.097
H 4.433 -2.693 -0.457 0.060
H 4.988 -1.146 -0.660 0.054
H 2.262 -2.081 0.346 0.113
H 3.706 -1.439 1.444 0.119
```

---

Entry 5:
Density functional theory data (the ωB97M-V functional and the def2-TZVPD basis) for a single C9H10N4O molecule in a non-equilibrium geometry.

Its SMILES is Oc1ccccc1CNn1cnnc1. As for the HOMO energy: -8.92 eV. The energy comes out at -643.09742 Eh. The maximum force comes out at 4.69 eV Å⁻¹. The gap between HOMO and LUMO comes out at 9.34 eV.

```
24
Properties=species:S:1:pos:R:3:lowdin_charge:R:1
C -0.956 -0.637 -0.735 -0.280
C -2.097 -1.474 -0.410 0.000
C -3.037 -0.925 0.440 -0.120
C -3.083 0.412 0.810 -0.119
C -2.206 1.346 0.184 -0.027
C -1.024 0.745 -0.423 -0.161
C 0.162 1.560 -0.960 -0.124
C 2.749 -0.026 -0.321 -0.135
C 1.301 -0.101 1.276 -0.185
H 0.046 -2.078 -0.947 0.137
H -2.164 -2.509 -0.658 0.106
H -3.695 -1.612 0.981 0.107
H -3.769 0.861 1.652 0.135
H -2.262 2.376 0.686 0.126
H -0.228 2.482 -1.378 0.108
H 0.610 1.081 -1.865 0.125
H 0.887 2.438 0.790 0.155
H 3.392 0.375 -1.125 0.129
H 0.584 0.294 2.110 0.162
N 1.325 1.916 -0.033 0.006
N 1.875 0.766 0.354 -0.163
N 2.831 -1.308 0.203 0.019
N 1.824 -1.308 1.188 -0.017
O 0.095 -1.196 -1.425 0.018
```

---

Entry 6:
Density functional theory data (the ωB97M-V functional and the def2-TZVPD basis) for 2 unconnected molecules or ions with the total composition C9H10N4OS in a non-equilibrium geometry.

As for the HOMO energy: -7.60 eV. The energy comes out at -1041.28909 Eh. The maximum force comes out at 4.03 eV Å⁻¹. The gap between HOMO and LUMO comes out at 7.88 eV.

```
25
Properties=species:S:1:pos:R:3:lowdin_charge:R:1
C -3.408 -1.990 0.029 -0.102
C -2.941 -1.761 1.311 -0.069
C -2.653 -1.677 -1.050 -0.066
C -1.888 -0.826 1.526 -0.011
C -1.625 -0.723 -0.920 -0.023
C -1.238 -0.286 0.393 -0.147
C 0.099 1.780 -0.292 -0.926
C 3.740 0.629 -1.527 -0.045
C 3.152 -0.063 -0.292 -0.267
N 0.870 2.610 0.457 0.076
N 0.742 2.162 1.664 -0.040
N -0.355 0.844 0.567 -0.058
N 0.125 1.058 1.798 0.128
O 2.225 0.377 0.337 0.010
S -0.380 1.990 -1.838 0.605
H -4.216 -2.673 -0.101 0.099
H -3.225 -2.361 2.140 0.093
H -2.936 -2.028 -1.952 0.074
H -1.702 -0.648 2.569 0.094
H -0.979 -0.488 -1.716 0.034
H 2.908 1.096 -2.051 0.062
H 4.367 1.412 -1.110 0.076
H 4.366 0.028 -2.255 0.094
H 3.659 -1.072 -0.079 0.128
H 1.292 2.609 2.391 0.181
```

---

Entry 7:
Density functional theory data (the ωB97M-V functional and the def2-TZVPD basis) for a gas-phase ion, C9H10NO4 (charge -1) in a non-equilibrium geometry.

As for the HOMO energy: -4.47 eV. The energy comes out at -704.44753 Eh. The maximum force comes out at 5.06 eV Å⁻¹. Its net charge is -1. The gap between HOMO and LUMO comes out at 7.83 eV.

```
24
Properties=species:S:1:pos:R:3:lowdin_charge:R:1
C -0.763 0.808 1.228 -0.153
C -0.279 1.701 0.213 -0.130
C -0.730 -0.504 1.357 -0.136
C 0.658 1.257 -0.635 -0.084
C 3.623 0.573 0.897 -0.668
C -0.035 -1.494 0.512 -0.313
C 1.194 -0.944 -0.131 0.073
C 1.554 1.904 -1.540 -0.131
C -1.155 -2.072 -0.452 -0.026
N 2.396 -1.317 -0.319 -0.366
O 4.703 1.051 0.720 0.058
O 3.290 -0.366 -0.498 -0.055
O 2.741 0.500 1.667 0.100
O 2.774 -2.549 -0.274 -0.083
H -1.559 1.122 1.940 0.101
H -0.491 2.756 0.503 0.109
H -1.507 -0.982 1.955 0.110
H 0.348 -2.334 1.074 0.128
H 1.242 3.093 -1.649 0.128
H 1.603 1.537 -2.581 0.072
H 2.614 1.832 -1.139 0.085
H -1.418 -3.091 -0.141 0.078
H -0.868 -2.197 -1.416 0.027
H -1.908 -1.288 -0.421 0.074
```

---

Entry 8:
Density functional theory data (the ωB97M-V functional and the def2-TZVPD basis) for a single C9H10O molecule in a non-equilibrium geometry.

Its SMILES is C[C@]1(O)Cc2ccccc21. As for the HOMO energy: -8.85 eV. The energy comes out at -424.08881 Eh. The maximum force comes out at 3.69 eV Å⁻¹. The gap between HOMO and LUMO comes out at 9.70 eV.

```
20
Properties=species:S:1:pos:R:3:lowdin_charge:R:1
C -2.745 -0.098 0.104 -0.091
C -2.319 1.204 0.080 -0.090
C -1.872 -1.208 0.229 -0.021
C -0.958 1.541 -0.075 -0.005
C -0.566 -0.892 0.327 -0.204
C -0.137 0.458 0.082 -0.139
C 0.812 -1.476 0.404 -0.010
C 1.333 0.147 0.172 -0.460
C 2.143 0.290 -1.096 -0.015
O 1.807 0.608 1.408 0.042
H -3.746 -0.149 0.099 0.056
H -3.120 2.058 0.120 0.138
H -2.152 -2.290 0.283 0.126
H -0.458 2.449 -0.153 0.095
H 1.080 -1.849 1.464 0.132
H 1.141 -2.171 -0.420 0.109
H 3.073 -0.097 -1.007 0.024
H 2.342 1.363 -1.414 0.109
H 1.624 -0.465 -1.872 0.147
H 2.716 0.576 1.265 0.060
```

---

Entry 9:
Density functional theory data (the ωB97M-V functional and the def2-TZVPD basis) for a single C9H11BN2 molecule in a non-equilibrium geometry.

Its SMILES is CN(C)B(C#N)c1ccccc1. As for the HOMO energy: -9.23 eV. The energy comes out at -483.90040 Eh. The maximum force comes out at 4.37 eV Å⁻¹. The gap between HOMO and LUMO comes out at 9.78 eV.

```
23
Properties=species:S:1:pos:R:3:lowdin_charge:R:1
B -0.253 -0.450 0.923 -0.505
C -1.504 -0.978 1.561 -0.094
C -1.406 1.613 -2.716 -0.130
C -1.311 2.380 -1.589 -0.094
C -0.885 0.305 -2.759 -0.087
C -0.886 1.787 -0.348 -0.032
C -0.736 -0.341 -1.544 -0.046
C -0.531 0.435 -0.357 -0.163
C 2.238 -0.390 0.815 -0.038
C 1.200 -1.751 2.521 -0.019
N -2.493 -1.239 2.095 0.162
N 0.959 -0.879 1.365 -0.118
H -1.768 2.009 -3.743 0.130
H -1.529 3.476 -1.736 0.115
H -0.951 -0.114 -3.781 0.108
H -0.825 2.183 0.692 0.122
H -0.548 -1.410 -1.493 0.111
H 2.697 -1.318 0.469 0.082
H 2.047 0.343 -0.125 0.143
H 2.888 0.100 1.544 0.086
H 1.833 -2.546 2.120 0.099
H 1.611 -1.141 3.227 0.058
H 0.153 -2.073 2.858 0.111
```

---

Entry 10:
Density functional theory data (the ωB97M-V functional and the def2-TZVPD basis) for a single C9H11BO2 molecule in a non-equilibrium geometry.

Its SMILES is CC1(C)B(O)Oc2ccccc21. As for the HOMO energy: -8.69 eV. The energy comes out at -524.93011 Eh. The maximum force comes out at 4.84 eV Å⁻¹. The gap between HOMO and LUMO comes out at 9.19 eV.

```
23
Properties=species:S:1:pos:R:3:lowdin_charge:R:1
B -1.725 -1.155 -0.173 -0.463
C 2.778 0.233 0.158 -0.100
C 2.939 -1.142 0.092 -0.072
C 1.520 0.820 0.227 -0.033
C 1.782 -1.971 0.006 0.016
C 0.422 0.032 0.061 -0.160
C 0.507 -1.398 -0.034 -0.169
C -0.962 0.561 -0.029 -0.381
C -1.433 1.303 1.201 -0.074
C -1.295 1.421 -1.286 -0.040
O -0.693 -2.068 -0.117 0.174
O -2.983 -1.563 -0.095 0.229
H 3.715 0.746 0.055 0.094
H 3.941 -1.536 -0.026 0.100
H 1.533 1.906 0.102 0.125
H 1.928 -2.995 -0.035 0.085
H -2.582 1.664 1.025 0.135
H -0.715 2.188 1.370 0.102
H -1.454 0.775 2.150 0.070
H -0.747 2.277 -1.210 0.035
H -2.390 1.690 -1.253 0.095
H -1.189 0.724 -2.196 0.117
H -2.896 -2.512 0.005 0.115
```